[1]
{
  "formula": "C19H38N3S2Se2Si2Ti",
  "method": "ωB97M-V with the def2-TZVPD basis set",
  "e_homo_ev": [-5.939, -5.629],
  "charge": 0,
  "de_lowest_ev": 0.0096,
  "spin_multiplicity": 2,
  "species": ["Ti", "C", "Se", "C", "C", "Se", "C", "H", "H", "H", "H", "H", "H", "H", "H", "H", "H", "C", "Si", "C", "C", "C", "C", "C", "C", "C", "C", "N", "Si", "C", "C", "C", "H", "H", "H", "H", "H", "H", "H", "H", "H", "H", "H", "H", "H", "H", "H", "H", "H", "H", "H", "H", "H", "H", "C", "N", "C", "N", "S", "H", "H", "H", "H", "H", "H", "S", "C"],
  "coordinates": [[0.35, 0.54, -0.09], [5.69, -0.48, 0.75], [4.00, 0.02, 1.58], [4.15, 1.92, 1.19], [4.01, 2.30, -0.28], [2.18, 2.51, -0.95], [1.67, 3.93, 0.26], [6.52, 0.04, 1.23], [5.70, -0.29, -0.32], [5.81, -1.55, 0.91], [5.13, 2.26, 1.55], [3.39, 2.40, 1.81], [4.48, 1.56, -0.93], [4.48, 3.26, -0.48], [2.40, 4.74, 0.18], [1.60, 3.55, 1.27], [0.69, 4.28, -0.07], [-2.97, -0.41, 1.68], [-1.90, -1.86, 1.15], [-0.86, -2.37, 2.62], [-3.04, -3.31, 0.75], [-0.82, -1.34, -0.27], [0.48, -2.02, -0.41], [0.75, -3.38, -0.19], [2.01, -3.88, -0.46], [3.01, -3.03, -0.93], [2.71, -1.70, -1.07], [1.49, -1.21, -0.81], [-1.57, -1.19, -1.97], [-0.64, 0.05, -3.07], [-3.37, -0.64, -1.96], [-1.47, -2.84, -2.87], [-3.68, -0.72, 2.45], [-3.54, 0.01, 0.84], [-2.34, 0.38, 2.09], [-1.51, -2.51, 3.49], [-0.13, -1.59, 2.87], [-0.32, -3.30, 2.46], [-3.65, -3.56, 1.63], [-2.47, -4.20, 0.49], [-3.72, -3.10, -0.08], [-0.05, -4.03, 0.15], [2.21, -4.94, -0.31], [4.00, -3.40, -1.16], [3.45, -0.98, -1.39], [-1.08, 1.05, -3.02], [-0.70, -0.28, -4.11], [0.43, 0.13, -2.85], [-3.47, 0.35, -1.53], [-4.01, -1.33, -1.40], [-3.73, -0.61, -2.99], [-0.44, -3.15, -3.01], [-1.94, -2.78, -3.85], [-1.98, -3.63, -2.30], [-3.91, 3.98, -0.38], [-3.02, 3.87, 0.76], [-1.92, 3.11, 0.80], [-1.22, 3.04, 1.91], [-1.44, 2.26, -0.62], [-4.67, 4.73, -0.15], [-4.40, 3.03, -0.59], [-3.36, 4.29, -1.27], [-3.33, 4.29, 1.63], [-1.54, 3.45, 2.77], [-0.46, 2.35, 1.94], [1.13, 1.10, 3.24], [0.74, 0.84, 1.68]]
}


[2]
{
  "formula": "C19H38O13P2",
  "method": "ωB97M-V with the def2-TZVPD basis set",
  "e_homo_ev": -9.771,
  "charge": 0,
  "de_lowest_ev": 8.9638,
  "smiles": "O=C1OC(=O)C(CCCO)=C1O.CCOP(=O)(OCC)OCC.CCOP(=O)(OCC)OCC",
  "species": ["O", "C", "O", "C", "O", "C", "C", "C", "C", "O", "C", "O", "H", "H", "H", "H", "H", "H", "H", "H", "C", "C", "O", "P", "O", "O", "C", "C", "O", "C", "C", "H", "H", "H", "H", "H", "H", "H", "H", "H", "H", "H", "H", "H", "H", "H", "C", "C", "O", "P", "O", "O", "C", "C", "O", "C", "C", "H", "H", "H", "H", "H", "H", "H", "H", "H", "H", "H", "H", "H", "H", "H"],
  "coordinates": [[0.97, -4.06, 6.53], [-0.02, -3.28, 6.04], [-0.63, -3.58, 4.71], [-1.66, -2.52, 4.48], [-2.45, -2.35, 3.41], [-1.73, -1.53, 5.79], [-2.69, -0.26, 6.18], [-4.22, -0.57, 5.62], [-4.88, -1.95, 6.22], [-5.97, -2.49, 5.35], [-0.71, -1.98, 6.78], [-0.47, -1.35, 8.09], [-2.32, 0.78, 5.79], [-2.81, -0.14, 7.36], [-4.21, -0.65, 4.44], [-4.94, 0.32, 5.93], [-5.37, -1.75, 7.28], [-4.13, -2.83, 6.37], [-5.50, -2.93, 4.57], [0.15, -0.57, 7.87], [-3.68, 1.62, 0.87], [-2.57, 0.64, 1.20], [-1.29, 1.21, 0.98], [-0.80, 2.40, 2.02], [-0.35, 1.40, 3.12], [0.76, 2.62, 1.48], [1.87, 2.43, 2.34], [2.42, 1.02, 2.19], [-1.31, 3.51, 0.79], [-0.54, 3.82, -0.37], [-0.24, 2.64, -1.28], [-3.67, 2.47, 1.56], [-4.66, 1.13, 0.94], [-3.56, 2.02, -0.14], [-2.65, 0.29, 2.23], [-2.65, -0.24, 0.55], [1.61, 2.66, 3.37], [2.64, 3.14, 2.04], [1.64, 0.25, 2.25], [3.17, 0.81, 2.96], [2.88, 0.89, 1.20], [0.38, 4.35, -0.08], [-1.13, 4.54, -0.94], [0.41, 1.90, -0.81], [0.27, 2.99, -2.19], [-1.16, 2.13, -1.57], [1.00, -0.75, -8.38], [0.51, -0.36, -7.00], [1.48, -0.63, -6.00], [2.84, 0.31, -5.98], [2.15, 1.48, -5.23], [3.56, -0.26, -4.60], [3.84, 0.60, -3.50], [2.71, 0.56, -2.48], [3.60, -0.99, -6.83], [4.08, -2.18, -6.20], [3.02, -3.00, -5.48], [1.85, -0.13, -8.68], [0.21, -0.63, -9.12], [1.35, -1.79, -8.39], [0.24, 0.70, -6.97], [-0.38, -0.94, -6.75], [4.04, 1.62, -3.84], [4.76, 0.25, -3.03], [1.73, 0.69, -2.94], [2.84, 1.33, -1.72], [2.69, -0.42, -1.99], [4.92, -1.94, -5.53], [4.50, -2.79, -7.00], [2.60, -2.48, -4.62], [3.46, -3.94, -5.11], [2.19, -3.24, -6.15]]
}


[3]
{
  "formula": "C19H39Al2CsF4KN4O22PS2",
  "method": "ωB97M-V with the def2-TZVPD basis set",
  "e_homo_ev": -6.102,
  "charge": 0,
  "de_lowest_ev": 7.2624,
  "species": ["C", "P", "O", "N", "C", "C", "C", "C", "O", "C", "O", "C", "S", "O", "O", "C", "C", "N", "N", "N", "H", "H", "H", "H", "H", "H", "H", "H", "H", "H", "H", "H", "H", "H", "H", "H", "H", "H", "H", "H", "H", "H", "H", "H", "C", "O", "O", "O", "K", "Cs", "F", "Al", "F", "F", "F", "Al", "C", "C", "O", "C", "O", "O", "H", "H", "H", "H", "C", "O", "C", "O", "O", "C", "H", "H", "H", "H", "H", "H", "C", "C", "O", "S", "O", "O", "O", "H", "H", "H", "H", "O", "H", "C", "O", "O", "O"],
  "coordinates": [[-2.61, 3.74, 3.89], [-1.17, 2.49, 3.75], [-0.09, 3.07, 2.46], [-1.78, 0.82, 3.32], [-2.35, 1.02, 1.94], [-1.72, 0.22, 0.68], [-0.25, 0.77, 0.14], [-0.13, 0.28, -1.46], [1.29, -0.06, -1.80], [1.59, -1.46, -1.46], [2.39, -1.75, -0.41], [-0.54, -0.02, 3.45], [-0.71, -1.86, 3.25], [0.08, -2.34, 1.96], [-0.06, -2.70, 4.41], [-2.93, 0.37, 4.18], [-2.74, 0.09, 5.74], [-2.25, -1.31, 6.13], [-4.16, 0.14, 6.34], [-1.95, 1.06, 6.58], [-2.53, 4.22, 4.98], [-2.55, 4.66, 3.15], [-3.68, 3.30, 3.80], [-0.67, 3.58, 1.79], [-2.38, 2.17, 1.61], [-3.51, 0.72, 1.96], [-1.77, -0.97, 0.75], [-2.45, 0.46, -0.24], [-0.15, 1.93, 0.11], [0.67, 0.22, 0.67], [-0.83, -0.64, -1.64], [-0.40, 1.21, -2.14], [1.19, -2.39, -2.08], [0.39, 0.39, 2.81], [-0.18, 0.14, 4.58], [-2.06, -2.29, 3.04], [-3.84, 1.15, 4.06], [-3.35, -0.63, 3.68], [-2.56, -2.04, 5.45], [-1.22, -1.28, 6.26], [-4.25, 0.96, 6.99], [-4.35, -0.77, 6.85], [-0.92, 1.02, 6.43], [-2.14, 0.92, 7.60], [-4.81, -3.45, 3.93], [-3.67, -3.35, 4.34], [-5.32, -2.74, 3.05], [-5.65, -4.27, 4.33], [2.17, 0.70, 0.73], [0.15, 5.01, 1.53], [4.74, 3.01, 2.08], [6.26, 3.68, 2.77], [7.38, 2.33, 3.18], [5.88, 4.61, 4.26], [7.04, 4.76, 1.56], [3.15, -2.23, -3.35], [3.18, -1.74, 7.19], [3.24, -1.58, 5.71], [2.57, -0.36, 5.48], [2.65, 0.36, 6.63], [2.33, 1.53, 6.74], [3.15, -0.40, 7.65], [4.06, -2.26, 7.59], [2.28, -2.25, 7.52], [4.27, -1.50, 5.33], [2.74, -2.41, 5.18], [-0.47, -2.12, -9.84], [0.14, -1.48, -8.73], [-0.52, -1.64, -7.56], [-1.55, -2.28, -7.40], [0.17, -0.98, -6.59], [-0.41, -1.07, -5.29], [0.14, -1.93, -10.73], [-0.51, -3.21, -9.69], [-1.47, -1.72, -10.02], [-0.45, -2.11, -4.95], [-1.42, -0.62, -5.29], [0.22, -0.50, -4.60], [3.23, -3.81, -14.21], [3.87, -3.52, -12.85], [2.78, -3.34, -11.96], [1.54, -4.29, -12.43], [1.58, -5.51, -11.65], [0.36, -3.47, -12.56], [2.10, -4.63, -13.93], [2.88, -2.89, -14.68], [3.92, -4.33, -14.89], [4.50, -2.63, -12.88], [4.46, -4.37, -12.51], [0.51, 8.52, -1.69], [0.68, 9.16, -2.36], [-2.65, 7.16, 5.60], [-3.67, 6.86, 6.19], [-1.63, 7.63, 6.11], [-2.48, 7.05, 4.38]]
}